ORCA calculation (ωB97M-V/def2-TZVPD) on an isolated molecule of C3H5N3O in a non-equilibrium geometry.

Each line ends with the natural charge from an NBO analysis.
Cartesian coordinates (Å):
O1 -2.164 1.041 -0.248  -0.74
C1 -1.703 -0.301 0.191  -0.16
C2 -0.188 -0.312 0.175  0.27
N1 0.705 -1.054 0.900  -0.47
C3 1.871 -0.592 0.490  0.18
N2 1.689 0.383 -0.417  -0.34
N3 0.380 0.574 -0.624  -0.32
H1 -1.457 1.289 -0.861  0.48
H2 -2.299 -0.538 -0.704  0.26
H3 -2.056 -0.504 1.222  0.21
H4 2.856 -0.921 0.800  0.21
H5 2.364 0.934 -0.924  0.42

Properties
structure (SMILES)	OCc1nc[nH]n1
ΔE to the lowest compared entry with this formula, charge and spin	2.3680	eV
highest occupied orbital energy	-9.66	eV
LUMO	0.8	eV
gap between HOMO and LUMO	10.4236	eV
DFT total energy	-356.7704	hartree
multiplicity	1

ORCA calculation (ωB97M-V/def2-TZVPD) on an isolated molecule of C3H5N3O in a non-equilibrium geometry.

Each line ends with the natural charge from an NBO analysis.
Cartesian coordinates (Å):
C1 -2.034 -0.138 -0.006  -0.65
C2 -0.591 0.213 0.052  0.33
N1 -0.153 1.409 0.017  -0.29
N2 1.255 1.385 0.062  -0.38
C3 1.553 0.127 0.052  0.61
O1 2.802 -0.332 0.007  -0.67
N3 0.481 -0.697 0.094  -0.59
H1 -2.306 -0.626 0.960  0.22
H2 -2.565 0.786 -0.154  0.25
H3 -2.278 -0.849 -0.841  0.22
H4 3.427 0.436 -0.217  0.51
H5 0.409 -1.714 -0.024  0.43

Properties
structure (SMILES)	Cc1nnc(O)[nH]1
ΔE to the lowest compared entry with this formula, charge and spin	1.1174	eV
highest occupied orbital energy	-9.11	eV
LUMO	0.6	eV
gap between HOMO and LUMO	9.7261	eV
DFT total energy	-356.8163	hartree
multiplicity	1

ORCA calculation (ωB97M-V/def2-TZVPD) on an isolated molecule of C3H5N3O in a non-equilibrium geometry.

Each line ends with the natural charge from an NBO analysis.
Cartesian coordinates (Å):
H1 0.715 -1.065 -2.677  0.33
N1 1.492 -1.378 -2.140  -0.67
C1 1.006 -0.898 -1.009  0.61
N2 1.298 -1.118 0.244  -0.49
C2 0.280 -0.864 1.029  0.27
N3 -0.589 -0.023 0.276  -0.13
C3 -1.053 1.343 0.678  -0.40
O1 0.062 0.086 -0.996  -0.36
H2 -0.039 -0.891 2.013  0.21
H3 -1.031 1.064 1.789  0.20
H4 -1.928 1.729 0.220  0.23
H5 -0.211 2.015 0.573  0.21

Properties
structure (SMILES)	[H]/N=c1/ncn(C)o1
ΔE to the lowest compared entry with this formula, charge and spin	4.5740	eV
highest occupied orbital energy	-8.91	eV
LUMO	0.1	eV
gap between HOMO and LUMO	8.9990	eV
DFT total energy	-356.6893	hartree
multiplicity	1

ORCA calculation (ωB97M-V/def2-TZVPD) on an isolated molecule of C3H5N3O in a non-equilibrium geometry.

Each line ends with the natural charge from an NBO analysis.
Cartesian coordinates (Å):
C1 -0.099 0.357 -1.905  -0.66
C2 -0.414 0.184 -0.281  0.42
N1 -1.474 -0.216 0.216  -0.33
N2 -1.137 -0.864 1.546  -0.30
C3 -0.074 -0.715 2.155  0.31
O1 0.824 0.158 1.590  -0.37
N3 0.863 0.023 0.326  -0.36
H1 -1.064 0.327 -2.316  0.23
H2 0.681 -0.311 -2.304  0.24
H3 0.370 1.468 -2.074  0.21
H4 -0.167 -0.942 3.199  0.21
H5 1.690 0.530 -0.152  0.39

Properties
structure (SMILES)	CC1=NN=CON1
ΔE to the lowest compared entry with this formula, charge and spin	6.1872	eV
highest occupied orbital energy	-8.63	eV
LUMO	0.7	eV
gap between HOMO and LUMO	9.3391	eV
DFT total energy	-356.6300	hartree
multiplicity	1